Entry from the OMol25 dataset: an isolated molecule of C21H21N3O5S in a non-equilibrium geometry (ωB97M-V/def2-TZVPD).

Its structure (SMILES) is CCOC(=O)c1cccc(NC(=O)CSc2nnc(COc3ccccc3C)o2)c1. Its frontier orbital gap is 8.817 eV. The energy relative to the best compared isomer or geometry (same formula, charge and spin) is 34.0 kcal per mole. The total energy is -47661.123 eV.

XYZ file:
```
51
C21H21N3O5S ωB97M-V/def2-TZVPD
C -4.891 -1.044 -1.452
C -3.506 -0.994 -2.067
O -2.558 -1.400 -1.079
C -1.292 -1.036 -1.270
O -0.910 -0.396 -2.222
C -0.397 -1.500 -0.179
C -0.892 -1.893 1.060
C -0.005 -2.270 2.052
C 1.359 -2.250 1.821
C 1.856 -1.866 0.576
N 3.244 -1.821 0.399
C 3.921 -1.553 -0.748
O 3.447 -1.516 -1.858
C 5.398 -1.265 -0.514
S 5.614 0.259 0.493
C 4.431 1.277 -0.279
N 4.624 2.389 -0.907
N 3.414 2.839 -1.275
C 2.538 1.980 -0.860
C 1.063 2.044 -1.017
O 0.507 1.803 0.257
C -0.855 1.790 0.389
C -1.748 2.102 -0.626
C -3.111 2.067 -0.380
C -3.588 1.714 0.867
C -2.693 1.405 1.878
C -1.327 1.446 1.664
C -0.346 1.160 2.757
O 3.117 0.957 -0.205
C 0.970 -1.496 -0.426
H -5.629 -0.742 -2.190
H -4.940 -0.372 -0.600
H -5.116 -2.053 -1.116
H -3.251 0.016 -2.404
H -3.427 -1.675 -2.923
H -1.955 -1.885 1.238
H -0.375 -2.571 3.020
H 2.046 -2.527 2.609
H 3.785 -1.867 1.253
H 5.892 -2.056 0.048
H 5.896 -1.117 -1.472
H 0.726 1.282 -1.737
H 0.811 3.044 -1.394
H -1.395 2.366 -1.610
H -3.799 2.323 -1.173
H -4.650 1.688 1.059
H -3.061 1.133 2.857
H 0.131 2.086 3.076
H 0.437 0.496 2.396
H -0.839 0.707 3.613
H 1.327 -1.207 -1.400
```